Here is a cluster of 3 separate species, C3H3N3O2 in total from OMol25. Energies are from wB97M-V/def2-TZVPD.

Last column: Mulliken charge in e.
Positions of all 11 atoms, in Å:
1 O 1.363 1.279 -0.735  -0.573
2 O -2.053 1.146 0.264  -0.436
3 N -2.214 3.466 -0.175  -0.419
4 N 1.135 0.439 0.028  0.894
5 N 1.187 -0.423 0.721  -0.365
6 C 0.807 -3.087 -0.413  -0.346
7 C 1.393 -2.853 0.613  -0.320
8 C -2.052 2.283 -0.061  0.571
9 H -1.673 4.174 -0.613  0.284
10 H 1.791 -3.026 1.660  0.299
11 H 0.316 -3.399 -1.290  0.411

Calculated values
- highest occupied orbital energy (Ha) = -0.3713
- M (g/mol) = 113.1
- 2S+1 = 1
- gap between HOMO and LUMO (eV) = 10.76
- SMILES = N#[N+][O-].N=C=O.C#C
- maximum force (Eh/bohr) = 0.061
- ΔE to the lowest compared entry with this formula, charge and spin (eV) = 5.938